Entry 1:
The following is a DFT calculation (wB97M-V/def2-TZVPD) of 2 unconnected molecules or ions with the total composition C18H22F23N4O5PS2 in a non-equilibrium geometry.

Calculated values
- ΔE to the lowest compared entry with this formula, charge and spin (kJ/mol) = 0.0
- strongest force on any atom (eV Å⁻¹) = 8.426
- E_LUMO (Ha) = -0.0394
- orbital gap (hartree) = 0.259
- charge = 0
- SMILES string = O=S(=O)(F)N(CCC(F)(F)C(F)(F)C(F)(F)C(F)(F)C(F)(F)C(F)(F)C(F)(F)C(F)(F)F)S(=O)(=O)C(F)(F)C(F)(F)F.CN(C)P(=O)(N(C)C)N(C)C

Last column: Löwdin charge in e.
Positions of all 75 atoms, in Å:
1 S -6.62008 -1.15413 2.43456  0.820
2 S -7.24591 1.64691 2.73944  0.791
3 P 6.30739 -0.22007 0.05706  0.744
4 F -5.22103 -2.19708 5.60334  0.104
5 F -6.38713 2.27923 -2.14903  0.100
6 F -5.29565 -1.27637 -2.64083  0.093
7 F 3.30640 0.68017 -4.81684  0.108
8 F -3.95141 2.91257 -3.22220  0.102
9 F 1.10197 2.51249 -4.01864  0.110
10 F -0.55959 -0.74447 -3.90888  0.125
11 F -1.63378 2.07646 -4.64255  0.099
12 F -3.77873 2.10795 -1.13405  0.101
13 F 0.14333 0.38507 -2.04681  0.096
14 F -4.84910 -0.22896 4.61810  0.098
15 F 0.75269 0.80352 -5.56353  0.102
16 F -7.27563 -2.73601 4.41696  0.083
17 F 2.92709 1.08050 -2.65004  0.099
18 F -7.32416 -0.39894 -2.18364  0.072
19 F 2.28305 -0.93405 -3.66342  0.110
20 F -2.64574 -0.26784 -2.05272  0.092
21 F -5.90802 1.14789 -4.02646  0.098
22 F -8.27242 -0.74715 4.60540  0.083
23 F -1.26566 2.50183 -2.41866  0.120
24 F -8.84281 1.16290 2.50612  -0.183
25 F -3.28617 0.05414 -4.19104  0.128
26 F -6.28645 -0.39557 6.41525  0.141
27 O -7.14889 3.01250 2.14281  -0.254
28 O -7.68490 -1.83778 1.62323  -0.265
29 O 6.89727 -0.66288 -1.29469  -0.314
30 O -6.90644 1.77550 4.20244  -0.255
31 O -5.33476 -1.92781 2.25174  -0.276
32 N 5.58397 0.36459 1.58120  -0.287
33 N 5.25078 -1.54309 0.23660  -0.326
34 N -6.27878 0.46745 1.93723  -0.283
35 N 7.80461 -0.42710 0.89196  -0.360
36 C -6.43306 0.67558 0.45719  -0.197
37 C 6.32927 0.71622 2.78593  -0.132
38 C 8.80350 0.56337 0.48352  -0.150
39 C -5.84619 -0.98569 5.24211  -0.380
40 C -2.94660 0.72982 -3.02098  -0.216
41 C -4.06700 1.71456 -2.46559  -0.208
42 C -5.57209 1.22817 -2.64800  -0.221
43 C -5.92400 -0.18823 -2.02120  -0.313
44 C 0.95330 1.11967 -4.19823  -0.211
45 C -0.29232 0.51998 -3.38625  -0.234
46 C 8.45039 -1.72845 0.98529  -0.125
47 C -7.06865 -1.34826 4.23195  -0.345
48 C 4.66057 -2.08511 -0.97516  -0.143
49 C -1.55954 1.49985 -3.34701  -0.217
50 C 2.36069 0.46975 -3.79235  -0.327
51 C 5.34226 -2.57149 1.25079  -0.134
52 C -5.58150 -0.31854 -0.45229  -0.045
53 C 4.60604 1.42790 1.30151  -0.145
54 H 7.00940 1.55845 2.62437  0.080
55 H 5.10644 2.35672 1.00899  0.078
56 H 4.35843 -3.01769 1.43464  0.081
57 H 5.34593 -2.76941 -1.48986  0.084
58 H -5.73833 -1.42619 -0.22120  0.132
59 H 7.88729 -2.40315 1.62913  0.055
60 H 5.63955 0.99379 3.59111  0.085
61 H 9.22069 0.34135 -0.50469  0.079
62 H 8.35537 1.56270 0.44316  0.073
63 H 6.01941 -3.37722 0.94831  0.080
64 H 8.59294 -2.19944 0.00602  0.087
65 H -4.46456 -0.13379 -0.25951  0.139
66 H 6.89139 -0.13400 3.17312  0.076
67 H 9.42901 -1.64405 1.46850  0.081
68 H -6.03140 1.72841 0.24067  0.137
69 H 3.94150 1.12917 0.48439  0.071
70 H -7.52828 0.56658 0.17953  0.142
71 H 5.67018 -2.17994 2.21538  0.071
72 H 9.62186 0.61416 1.20780  0.080
73 H 3.73385 -2.62436 -0.75847  0.081
74 H 4.39741 -1.27898 -1.66168  0.054
75 H 3.97149 1.62538 2.16965  0.080

***

Entry 2:
The following is a DFT calculation (wB97M-V/def2-TZVPD) of C18H22F2N2O3 in the gas phase in a non-equilibrium geometry.

Calculated values
- ΔE to the lowest compared entry with this formula, charge and spin (kJ/mol) = 0.0
- strongest force on any atom (eV Å⁻¹) = 2.154
- E_LUMO (Ha) = 0.0218
- orbital gap (hartree) = 0.318
- charge = 0
- SMILES string = C[C@@H](Cn1ccnc1O)c1ccc(OC(F)F)c(OC2CCCC2)c1

Last column: Löwdin charge in e.
Positions of all 47 atoms, in Å:
1 F -1.34791 -4.09677 -2.96537  0.087
2 F -0.37648 -3.28549 -1.20786  0.100
3 O -0.57241 -1.98326 -3.06889  0.057
4 O 4.10852 2.42663 3.13615  0.089
5 O -2.06365 -0.43928 -1.20895  -0.046
6 N 2.45493 1.26428 1.69795  -0.006
7 N 4.09154 0.20337 2.80135  0.096
8 C 1.23761 1.28030 -1.08946  -0.229
9 C 2.38504 -0.07171 1.34756  -0.074
10 C 3.40172 -0.69749 2.01379  -0.133
11 C -0.74885 -0.09544 -1.47010  -0.166
12 C -2.96917 -2.33440 1.41890  -0.168
13 C 1.96332 2.42007 -0.39946  -0.305
14 C -0.07189 -0.85710 -2.43186  -0.198
15 C -0.09706 0.99645 -0.83829  0.044
16 C -4.06874 -2.20125 0.33151  -0.187
17 C -4.10508 -0.73893 -0.04949  -0.137
18 C 1.74770 2.37676 1.11838  -0.113
19 C 3.53062 1.36301 2.55724  -0.422
20 C 1.47888 3.77451 -0.93993  -0.054
21 C 1.95146 0.42262 -1.94115  -0.019
22 C -1.20256 -2.95373 -2.23329  -0.372
23 C 1.26983 -0.59439 -2.64717  0.024
24 C -2.65542 -0.26197 0.10263  -0.277
25 C -1.97845 -1.18839 1.16465  -0.107
26 H -3.77736 -2.74462 -0.55159  0.085
27 H 4.78645 2.05196 3.70542  0.112
28 H 1.79349 -1.24657 -3.35968  0.133
29 H -4.46893 -0.60261 -1.07180  0.123
30 H -1.07393 -1.64141 0.71766  0.108
31 H -4.79339 -0.23958 0.65166  0.124
32 H -3.42303 -2.22757 2.40315  0.101
33 H 3.62175 -1.73203 1.95016  0.085
34 H 0.42864 3.97399 -0.68240  0.087
35 H -2.68564 0.78576 0.38323  0.131
36 H 1.63460 3.84127 -2.02378  0.088
37 H 2.09941 4.55551 -0.47882  0.081
38 H -2.45638 -3.31356 1.41431  0.113
39 H 3.06691 2.36510 -0.54027  0.158
40 H 0.70387 2.33283 1.45268  0.129
41 H 2.98840 0.56676 -2.14395  0.106
42 H -5.05772 -2.53905 0.68652  0.116
43 H -1.71012 -0.64054 2.07758  0.116
44 H -2.20270 -2.59080 -1.91828  0.152
45 H 1.68115 -0.54138 0.66989  0.110
46 H 2.15170 3.32452 1.54800  0.142
47 H -0.67066 1.53365 -0.08855  0.117

***

Entry 3:
The following is a DFT calculation (wB97M-V/def2-TZVPD) of a molecular structure, C18H22F2N6O3PPd.

Calculated values
- ΔE to the lowest compared entry with this formula, charge and spin (kJ/mol) = 0.0
- strongest force on any atom (eV Å⁻¹) = 0.915
- E_LUMO (Ha) = -0.1064
- orbital gap (hartree) = 0.240
- charge = +1

Last column: Löwdin charge in e.
Positions of all 53 atoms, in Å:
1 Pd 0.16501 0.55351 0.35910  0.978
2 P -0.23801 -1.92420 -3.27192  0.357
3 F 1.30163 1.26379 -2.26215  -0.103
4 F 2.79213 0.47653 -0.85720  -0.089
5 O -0.73187 -1.05180 -4.35808  -0.314
6 O -0.37729 -1.56241 -1.81670  -0.375
7 O -0.93621 0.69422 2.16594  -0.220
8 N 2.60160 -1.49381 2.94001  0.123
9 N 1.34735 -0.73149 1.33857  -0.036
10 N 2.29351 -1.11910 -3.10997  0.145
11 N -2.33393 -3.21537 -2.42522  0.130
12 N -1.23436 1.77377 -0.52698  -0.046
13 N -3.95328 5.19526 1.40067  0.182
14 C 2.91918 -2.23377 1.82321  -0.066
15 C -2.39589 2.67724 -2.40208  -0.019
16 C -0.30671 0.78945 3.30599  -0.364
17 C 1.58179 1.19269 -0.87726  -0.369
18 C 1.53867 -2.31040 -3.58859  -0.179
19 C -3.04124 3.58918 -1.58738  0.011
20 C -1.49969 1.78716 -1.84049  -0.096
21 C -0.93731 1.49965 4.35735  -0.017
22 C 1.63095 -0.60233 2.62841  -0.245
23 C -0.34715 1.67165 5.58306  -0.077
24 C -2.77782 3.55841 -0.22306  -0.184
25 C -1.14555 -3.54724 -3.29112  -0.171
26 C 0.91937 1.13526 5.85150  -0.097
27 C 2.12841 -1.75473 0.83899  -0.135
28 C -1.86938 2.63616 0.27416  -0.039
29 C 1.54762 0.42856 4.85956  -0.054
30 C 0.96397 0.24096 3.59461  -0.104
31 C -3.43161 4.46789 0.68289  -0.164
32 H 1.38971 1.27441 6.81408  0.101
33 H -2.83191 -4.03254 -2.07573  0.167
34 H 2.00066 -2.11538 -0.16490  0.082
35 H 2.15784 -0.95884 -2.10414  0.094
36 H 3.63805 -3.03160 1.84587  0.115
37 H -1.64572 2.55018 1.32908  0.114
38 H 1.89261 -3.18040 -3.03908  0.106
39 H 1.95239 -0.25124 -3.54181  0.148
40 H -1.93982 -2.64051 -1.64993  0.128
41 H -0.98797 1.04923 -2.44199  0.085
42 H 3.29782 -1.18544 -3.27641  0.175
43 H -0.59336 -4.33463 -2.78203  0.104
44 H 2.96114 -1.64323 3.86692  0.154
45 H -1.48257 -3.87939 -4.26858  0.107
46 H 1.84092 2.21535 -0.59459  0.099
47 H -2.99149 -2.61968 -2.93278  0.168
48 H -0.86553 2.23522 6.34844  0.108
49 H 2.53376 0.02319 5.06238  0.104
50 H -1.91570 1.91384 4.14766  0.114
51 H -3.74227 4.30775 -1.98993  0.132
52 H -2.57609 2.64980 -3.46692  0.119
53 H 1.73369 -2.43078 -4.65141  0.111

***

Entry 4:
The following is a DFT calculation (wB97M-V/def2-TZVPD) of a molecular structure, C18H22F3IN7O3OsS.

Calculated values
- ΔE to the lowest compared entry with this formula, charge and spin (kJ/mol) = 83.3
- strongest force on any atom (eV Å⁻¹) = 0.323
- expectation value of S² = 6.040
- E_LUMO (alpha / beta) (Ha) = -0.0885 / -0.2332
- 2S+1 = 5
- orbital gap (alpha / beta) (hartree) = 0.312 / 0.160
- charge = +1

Last column: Löwdin spin population.
Positions of all 56 atoms, in Å:
1 Os -1.32680 2.01686 -0.20258  2.328
2 I -2.54604 4.00176 -1.36718  0.203
3 S 1.57856 -0.40706 -1.00579  0.577
4 F -3.72853 -2.54356 -0.29399  0.000
5 F -4.72683 -0.97196 -1.39365  0.000
6 F -4.83612 -1.02278 0.77432  0.001
7 O -1.67428 -0.88781 -0.07859  0.047
8 O -3.03692 0.89008 -0.22721  0.041
9 O -0.85468 1.09981 -2.19600  0.109
10 N 3.88037 5.92383 0.09755  0.017
11 N -0.84946 1.16404 1.64839  0.052
12 N -1.53651 1.18491 -4.34833  0.016
13 N 3.87892 1.59884 1.51201  0.016
14 N 2.96288 -2.71867 -0.67784  0.076
15 N 0.39287 2.96495 -0.13569  0.024
16 N 3.74849 -1.06464 0.49714  0.075
17 C 4.02956 -3.17879 0.00830  0.116
18 C 2.76647 -1.39293 -0.38839  0.015
19 C 0.65988 -0.84836 3.95765  0.001
20 C 3.36396 4.91303 0.28227  0.004
21 C 3.41444 2.56048 1.07132  0.007
22 C -1.59631 1.91393 -5.60634  0.002
23 C -0.90406 1.67574 -3.30619  0.022
24 C 4.52890 -2.12717 0.74891  0.112
25 C 2.10967 -3.50013 -1.57160  0.004
26 C -0.81512 0.51561 2.59108  0.043
27 C 2.73333 3.66154 0.51351  0.034
28 C -2.77177 -0.37008 -0.19129  0.011
29 C -4.04059 -1.24843 -0.27871  -0.001
30 C -0.77574 -0.33292 3.78766  0.004
31 C -1.20193 0.51647 4.99378  0.003
32 C -1.75661 -1.49264 3.55335  0.001
33 C -2.28197 -0.06412 -4.26169  0.002
34 C 1.44500 3.37951 0.14083  0.020
35 H -0.41541 2.64004 -3.46754  0.001
36 H -2.62757 2.19158 -5.82393  0.001
37 H 2.51943 -4.50291 -1.64153  0.000
38 H 0.69968 -1.46804 4.85326  0.000
39 H -2.20697 0.91481 4.86029  0.000
40 H -1.19761 -0.11835 5.87961  0.001
41 H -1.70144 -2.16826 4.40686  0.000
42 H -2.04082 -0.56168 -3.32753  0.000
43 H -2.01146 -0.70208 -5.10223  0.000
44 H -1.21855 1.28999 -6.41559  0.000
45 H 0.95895 -1.45686 3.10319  0.000
46 H 1.36759 -0.02747 4.07164  0.000
47 H -0.99413 2.81670 -5.53859  0.000
48 H -0.51343 1.34465 5.15855  0.000
49 H -3.35250 0.13998 -4.29959  0.000
50 H -1.50609 -2.04667 2.64856  0.000
51 H -2.78067 -1.13000 3.46598  0.000
52 H 4.36947 -4.19709 -0.06587  0.006
53 H 5.37488 -2.08700 1.41265  0.005
54 H 3.85098 -0.11167 0.89999  0.000
55 H 1.09911 -3.53415 -1.17194  0.002
56 H 2.09354 -3.03485 -2.55328  0.002

***

Entry 5:
The following is a DFT calculation (wB97M-V/def2-TZVPD) of C18H22FN3O3S in the gas phase in a non-equilibrium geometry.

Calculated values
- ΔE to the lowest compared entry with this formula, charge and spin (kJ/mol) = 48.0
- strongest force on any atom (eV Å⁻¹) = 1.330
- E_LUMO (Ha) = -0.0021
- orbital gap (hartree) = 0.302
- charge = 0
- SMILES string = CCCNC(=O)c1onc(CSc2ccc(F)cc2)c1C(=O)NCCC

Last column: Löwdin charge in e.
Positions of all 48 atoms, in Å:
1 S 0.69925 -2.51606 2.52547  0.960
2 F 2.76878 -0.30502 7.55400  0.053
3 O -1.92364 -1.92721 -1.07425  0.009
4 O -0.33133 0.73135 -2.77883  0.062
5 O -0.04109 1.02560 1.78362  0.037
6 N 0.71314 1.41197 -0.31472  0.089
7 N -1.90835 -2.36617 0.19947  0.136
8 N -1.95757 -0.70874 -3.40861  0.089
9 C 1.41539 2.63239 0.00617  -0.185
10 C 1.28515 -1.80481 4.04719  -0.536
11 C 1.50546 5.12865 -0.32542  -0.114
12 C -0.73440 -0.44801 0.08040  0.022
13 C -1.40503 -1.44394 -5.69879  -0.235
14 C 0.73052 3.85036 -0.61521  -0.242
15 C -1.21706 -0.77915 -1.16821  -0.083
16 C 2.33769 -2.16549 6.17501  -0.012
17 C -1.21877 -1.51389 0.90845  -0.308
18 C 0.00411 0.73736 0.59635  -0.418
19 C -0.96394 -1.73230 2.34505  -0.357
20 C 2.28450 -0.80068 6.39473  -0.278
21 C -1.11284 -0.17215 -2.51756  -0.391
22 C -1.96931 -0.33757 -4.80436  -0.179
23 C 1.82936 -2.66673 4.99153  -0.107
24 C 1.26178 -0.43486 4.27198  -0.080
25 C 1.75504 0.07137 5.46021  0.001
26 C -2.26151 -2.70504 -5.68082  -0.108
27 H 2.51135 5.06631 -0.73462  0.071
28 H 0.87128 0.24000 3.52525  0.081
29 H -2.53849 -1.48258 -3.12339  0.138
30 H 1.74183 1.13106 5.65983  0.120
31 H -1.36088 0.56478 -4.89467  0.119
32 H -3.28823 -2.47435 -5.95750  0.074
33 H 0.65138 3.69910 -1.69413  0.108
34 H 2.76312 -2.81579 6.92271  0.117
35 H 2.44158 2.55312 -0.36698  0.127
36 H 1.43825 2.72302 1.09480  0.122
37 H 0.57790 1.20488 -1.30324  0.099
38 H -0.94405 -0.78644 2.87951  0.072
39 H -1.34863 -1.05687 -6.71724  0.108
40 H -2.99821 -0.10852 -5.09820  0.126
41 H 1.85280 -3.72659 4.79190  0.101
42 H 1.00580 5.98518 -0.77087  0.068
43 H -1.69688 -2.42256 2.75948  0.087
44 H -1.87281 -3.43099 -6.39022  0.071
45 H -2.26166 -3.16822 -4.69667  0.066
46 H -0.28109 3.93178 -0.21239  0.113
47 H -0.39074 -1.68120 -5.37305  0.113
48 H 1.58101 5.29362 0.74684  0.073

***

- Which value of strongest force on any atom does entry 3 give?
  0.915 eV Å⁻¹